*i*
{"formula": "C10H10N2", "method": "the ωB97M-V functional and the def2-TZVPD basis", "elements": ["C", "N", "C", "C", "C", "N", "C", "C", "C", "C", "C", "C", "H", "H", "H", "H", "H", "H", "H", "H", "H", "H"], "positions_angstrom": [[2.5609, -1.7878, 0.5902], [2.4616, -0.5907, -0.2886], [1.3860, 0.3212, -0.2428], [1.5011, 1.6990, -0.2491], [0.3236, 2.4406, -0.0400], [-0.8551, 2.0045, 0.1986], [-1.0624, 0.6697, 0.1534], [-2.3871, 0.3637, 0.3352], [-2.8035, -0.9187, 0.0827], [-1.7751, -1.8126, -0.2834], [-0.4689, -1.5007, -0.3201], [0.0635, -0.2123, -0.1096], [3.4555, -2.4402, 0.3175], [1.6225, -2.3321, 0.7023], [2.6746, -1.3866, 1.7027], [3.2484, 0.0950, -0.1833], [2.3882, 2.2938, -0.1897], [0.3781, 3.5219, -0.2011], [-3.1510, 1.1249, 0.5166], [-3.9039, -1.1107, 0.2103], [-2.0253, -2.7768, -0.7640], [0.0394, -2.4592, -0.9811]], "homo_lumo_gap_ev": 8.686, "e_homo_ev": -8.184}

=====

*ii*
{"formula": "C10H10N2", "method": "the ωB97M-V functional and the def2-TZVPD basis", "elements": ["C", "C", "C", "N", "C", "C", "H", "H", "H", "H", "H", "C", "C", "C", "N", "C", "C", "H", "H", "H", "H", "H"], "positions_angstrom": [[2.4939, 1.5862, 0.5444], [1.4683, 2.5242, 0.1696], [0.3588, 1.8419, -0.1460], [0.1113, 0.5813, -0.2400], [1.0446, -0.2854, 0.1546], [2.3497, 0.2257, 0.5551], [3.5590, 1.8830, 0.7560], [1.5776, 3.5459, 0.0335], [-0.5463, 2.3693, -0.3147], [0.9959, -1.4065, -0.3482], [3.2895, -0.3890, 0.4775], [-1.1598, -1.7015, -1.1437], [-0.7751, -2.1215, 0.1507], [-1.2012, -1.3911, 1.2805], [-1.9376, -0.3273, 1.2226], [-2.3172, -0.0009, -0.0259], [-1.8607, -0.5047, -1.2230], [-1.0553, -2.4340, -2.0716], [-0.0380, -2.9491, 0.3066], [-0.9765, -1.8603, 2.3051], [-3.1286, 0.7224, -0.2631], [-2.2521, 0.0915, -2.1801]], "homo_lumo_gap_ev": 8.514, "e_homo_ev": -8.011}

=====

Most stable structure, least stable structure: *i*, *ii*.

=====

*i*
{"formula": "C33H39N2O2PPdSi", "method": "the ωB97M-V functional and the def2-TZVPD basis", "elements": ["Pd", "O", "C", "O", "C", "P", "C", "C", "C", "C", "C", "C", "C", "C", "C", "C", "C", "C", "H", "H", "H", "H", "H", "H", "H", "H", "H", "H", "H", "H", "C", "C", "C", "C", "C", "C", "N", "N", "Si", "C", "C", "C", "H", "H", "H", "H", "H", "H", "H", "H", "H", "H", "H", "H", "H", "H", "H", "C", "C", "C", "C", "C", "C", "C", "C", "C", "C", "H", "H", "H", "H", "H", "H", "H", "H", "H", "H", "H", "H"], "positions_angstrom": [[-0.0361, -0.2071, -0.5693], [-0.4718, 0.3333, -5.5885], [-0.4363, 0.4125, -4.3443], [-1.3589, 0.2498, -3.5131], [0.9537, 0.7667, -3.7567], [0.9731, 1.1878, -1.9749], [0.3208, 2.9159, -1.9187], [0.9906, 3.9644, -1.2921], [0.3943, 5.2112, -1.1463], [-0.8879, 5.4298, -1.6277], [-1.5693, 4.3868, -2.2440], [-0.9802, 3.1397, -2.3808], [2.7908, 1.5113, -1.7982], [3.5101, 2.3602, -2.6420], [4.8777, 2.5247, -2.4883], [5.5542, 1.8365, -1.4842], [4.8533, 0.9896, -0.6412], [3.4791, 0.8349, -0.7999], [1.3885, 1.5718, -4.3533], [1.5995, -0.1085, -3.8717], [1.9865, 3.8080, -0.8945], [0.9329, 6.0083, -0.6457], [-1.3590, 6.3990, -1.5096], [-2.5795, 4.5389, -2.6062], [-1.5247, 2.3129, -2.8254], [2.9905, 2.9046, -3.4222], [5.4204, 3.1893, -3.1509], [6.6245, 1.9634, -1.3653], [5.3690, 0.4467, 0.1427], [2.9010, 0.1804, -0.1561], [0.7540, 2.9709, 2.4769], [-0.5918, 2.2959, 2.5844], [-1.4101, 2.5051, 3.6903], [-2.6421, 1.8436, 3.7053], [-3.0098, 1.0333, 2.6620], [-2.1286, 0.8628, 1.5448], [-0.9224, 1.5171, 1.5641], [-2.3632, 0.1062, 0.4835], [-3.5946, -0.9975, 0.1287], [-3.9437, -2.2251, 1.5362], [-3.1164, -1.9598, -1.3878], [-5.2607, -0.1764, -0.2358], [1.3355, 2.8415, 3.3937], [0.6376, 4.0435, 2.3007], [1.3009, 2.5434, 1.6371], [-1.0961, 3.1463, 4.5054], [-3.3151, 1.9700, 4.5492], [-3.9637, 0.5198, 2.6673], [-3.0176, -2.5582, 2.0159], [-4.4567, -3.1112, 1.1474], [-4.5774, -1.7831, 2.3105], [-2.2475, -2.5952, -1.1877], [-2.8085, -1.2625, -2.1745], [-3.9356, -2.5833, -1.7606], [-5.5973, 0.4428, 0.6015], [-6.0346, -0.9204, -0.4504], [-5.1617, 0.4737, -1.1093], [3.0022, -2.2495, 1.1942], [1.4761, -2.3651, 1.0855], [0.8514, -1.5472, 2.2214], [0.8996, -1.9234, -0.2719], [0.9999, -3.8147, 1.1700], [1.8553, -4.9129, 1.2419], [1.3596, -6.2138, 1.2850], [-0.0058, -6.4461, 1.2542], [-0.8724, -5.3601, 1.1745], [-0.3767, -4.0686, 1.1308], [3.2792, -1.1978, 1.2821], [3.5072, -2.6621, 0.3179], [3.3781, -2.7567, 2.0901], [1.0975, -0.4920, 2.0795], [1.2230, -1.8769, 3.2003], [-0.2382, -1.6105, 2.2161], [1.4402, -2.4874, -1.0509], [2.9268, -4.7648, 1.2565], [2.0514, -7.0475, 1.3388], [-0.3924, -7.4582, 1.2848], [-1.9439, -5.5186, 1.1353], [-1.0577, -3.2321, 1.0337]], "total_charge": -2, "homo_lumo_gap_ev": [5.369, 5.238], "e_homo_ev": [-0.896, -0.769]}

=====

*ii*
{"formula": "C33H39N2O2PPdSi", "method": "the ωB97M-V functional and the def2-TZVPD basis", "elements": ["Pd", "O", "C", "O", "C", "P", "C", "C", "C", "C", "C", "C", "C", "C", "C", "C", "C", "C", "H", "H", "H", "H", "H", "H", "H", "H", "H", "H", "H", "H", "C", "C", "C", "C", "C", "C", "N", "N", "Si", "C", "C", "C", "H", "H", "H", "H", "H", "H", "H", "H", "H", "H", "H", "H", "H", "H", "H", "C", "C", "C", "C", "C", "C", "C", "C", "C", "C", "H", "H", "H", "H", "H", "H", "H", "H", "H", "H", "H", "H"], "positions_angstrom": [[0.3142, 0.8231, -0.1438], [5.4835, -1.4529, 1.2848], [4.4273, -1.1294, 0.6977], [4.1128, -0.0185, 0.2145], [3.3828, -2.2756, 0.5579], [1.6942, -1.8180, -0.0654], [1.0156, -3.5390, 0.1585], [0.3658, -4.0089, 1.3004], [-0.0867, -5.3208, 1.3785], [0.1072, -6.1952, 0.3182], [0.7574, -5.7443, -0.8236], [1.1976, -4.4308, -0.8997], [0.9422, -1.0047, 1.4082], [1.6882, -0.5711, 2.5205], [1.0607, 0.0014, 3.6065], [-0.3295, 0.1770, 3.6121], [-1.0812, -0.2575, 2.5407], [-0.4617, -0.8711, 1.4396], [3.3066, -2.8179, 1.5046], [3.7731, -2.9920, -0.1710], [0.2075, -3.3394, 2.1366], [-0.5997, -5.6589, 2.2724], [-0.2554, -7.2153, 0.3748], [0.9056, -6.4135, -1.6640], [1.6834, -4.0765, -1.8038], [2.7668, -0.6715, 2.5142], [1.6529, 0.3407, 4.4497], [-0.8144, 0.6513, 4.4586], [-2.1581, -0.1325, 2.5357], [-1.0587, -1.3383, 0.6665], [-1.8837, 3.0107, 0.8339], [-2.6724, 1.8222, 0.3580], [-4.0349, 1.7794, 0.6297], [-4.7482, 0.6534, 0.2085], [-4.1082, -0.3393, -0.4769], [-2.7054, -0.2446, -0.7800], [-2.0197, 0.8522, -0.2940], [-2.0220, -1.1396, -1.4569], [-2.5077, -2.4899, -2.3358], [-2.8512, -4.0156, -1.2638], [-1.1253, -2.9530, -3.5312], [-4.0598, -2.2444, -3.4142], [-2.4008, 3.9377, 0.5673], [-0.8913, 3.0041, 0.3881], [-1.7688, 2.9880, 1.9217], [-4.5094, 2.5941, 1.1629], [-5.8090, 0.5636, 0.4273], [-4.6428, -1.2244, -0.7994], [-1.9756, -4.2515, -0.6505], [-3.0832, -4.8971, -1.8729], [-3.6919, -3.8401, -0.5849], [-0.3385, -3.5019, -3.0088], [-0.6754, -2.0453, -3.9401], [-1.4873, -3.5746, -4.3576], [-4.9779, -2.1995, -2.8224], [-4.1612, -3.0670, -4.1309], [-3.9871, -1.3097, -3.9786], [2.3169, 2.8031, 1.7089], [2.4992, 3.0596, 0.2171], [4.0093, 3.0847, -0.0851], [1.7679, 2.0043, -0.5920], [1.8409, 4.3617, -0.2443], [1.0885, 5.1628, 0.6105], [0.4875, 6.3316, 0.1637], [0.6153, 6.7277, -1.1588], [1.3544, 5.9368, -2.0288], [1.9583, 4.7752, -1.5762], [2.8008, 1.8561, 1.9388], [1.2636, 2.7004, 1.9710], [2.7800, 3.5919, 2.3167], [4.4338, 2.1050, 0.1455], [4.5050, 3.8570, 0.5142], [4.2017, 3.2976, -1.1386], [2.2380, 1.9613, -1.5872], [0.9570, 4.8626, 1.6416], [-0.0960, 6.9288, 0.8555], [0.1375, 7.6342, -1.5119], [1.4549, 6.2225, -3.0696], [2.5243, 4.1672, -2.2697]], "total_charge": -2, "homo_lumo_gap_ev": 5.702, "e_homo_ev": -1.094}

=====

Most stable structure, least stable structure: *i*, *ii*.

=====

*i*
{"formula": "C5H37NO14", "method": "the ωB97M-V functional and the def2-TZVPD basis", "elements": ["C", "C", "C", "C", "C", "N", "H", "H", "H", "H", "H", "H", "H", "H", "H", "H", "H", "O", "H", "H", "O", "H", "H", "O", "H", "H", "O", "H", "H", "O", "H", "H", "O", "H", "H", "O", "H", "H", "O", "H", "H", "O", "H", "H", "O", "H", "H", "O", "H", "H", "O", "H", "H", "O", "H", "H", "O"], "positions_angstrom": [[2.0666, -0.1627, -2.7386], [1.1860, -1.2569, -2.0301], [0.2515, -0.6327, -0.9803], [0.7375, 0.2317, 0.0033], [-2.0799, -1.1067, -0.6272], [-1.0628, -0.8774, -1.4048], [1.2807, 0.4428, -3.1555], [2.6860, 0.4264, -2.1076], [2.6683, -0.6362, -3.5106], [1.8723, -1.9313, -1.4833], [0.7168, -1.9021, -2.8175], [1.6649, 0.3000, 0.2288], [0.0176, 0.7043, 0.6068], [-3.0319, -1.2928, -1.1051], [-2.1742, -0.9131, 0.3935], [-0.9042, -3.3539, -1.7134], [-2.1590, -2.7899, -2.5308], [-1.8479, -3.4819, -1.8639], [2.6951, -0.9419, 2.7802], [1.2109, -0.7648, 2.3689], [2.1358, -0.3028, 2.6955], [3.8473, 2.4731, 0.1019], [3.2312, 1.3061, 1.0637], [3.9052, 1.5283, 0.3585], [-1.0523, -0.7617, -3.5111], [-0.4466, -0.5745, -5.0663], [-1.0715, -1.0242, -4.4154], [-4.1154, 1.7520, 2.2341], [-3.9213, 1.0518, 0.8634], [-4.0898, 0.9275, 1.7816], [-2.4843, 0.5649, 2.6065], [-1.7617, -0.6269, 3.0814], [-1.8329, 0.3207, 3.2741], [1.3724, 1.5177, 3.0126], [-0.0303, 2.0896, 3.0031], [0.9163, 2.3942, 2.9291], [-1.4971, 3.0652, -1.1533], [-1.6548, 1.5213, -1.2382], [-1.1853, 2.2399, -0.7601], [-1.3519, -4.6982, 0.8913], [-1.6866, -3.4816, -0.1275], [-1.4289, -3.7262, 0.8359], [-0.5177, -2.6774, 1.8546], [0.7987, -3.1264, 1.7351], [0.3839, -2.3861, 1.9999], [1.4637, 2.0851, -1.4762], [1.6694, 3.3958, -0.7134], [2.0569, 2.9616, -1.3960], [-4.7872, 2.0324, -0.7530], [-3.8468, 1.4400, -1.6478], [-4.0695, 1.2840, -0.8440], [4.1855, -1.8135, 1.0371], [4.4963, -1.6482, 2.5058], [3.9251, -2.1494, 1.8703], [1.3593, 3.9473, 2.1731], [0.2399, 4.7696, 1.4920], [1.0508, 4.2681, 1.3889]], "homo_lumo_gap_ev": 8.564, "e_homo_ev": -8.985}

=====

*ii*
{"formula": "C5H37NO14", "method": "the ωB97M-V functional and the def2-TZVPD basis", "elements": ["C", "N", "C", "C", "C", "O", "C", "H", "H", "H", "H", "H", "H", "H", "H", "H", "H", "H", "H", "H", "O", "H", "H", "O", "H", "H", "O", "H", "H", "O", "H", "H", "O", "H", "H", "O", "H", "H", "O", "H", "H", "O", "H", "H", "O", "H", "H", "O", "H", "H", "O", "H", "H", "O", "H", "H", "O"], "positions_angstrom": [[-1.3641, -2.2917, 0.8041], [-0.0650, -1.8767, 0.2970], [-0.2749, -1.4933, -1.1706], [0.9327, -0.9219, -1.8597], [1.1218, 0.5552, -1.7721], [1.6614, 1.0752, -2.7791], [-1.1423, -2.6877, 2.2643], [-2.1627, -1.5150, 0.8904], [-1.8245, -3.1508, 0.3155], [0.1203, -1.0041, 0.7038], [-1.1686, -0.8000, -1.2381], [-0.7004, -2.3506, -1.7281], [2.0160, -1.2158, -1.5044], [0.9664, -1.1093, -3.0765], [0.6188, 1.1716, -0.9789], [-0.4573, -3.4775, 2.5412], [-0.7407, -1.8160, 2.6584], [-2.1771, -2.8805, 2.7099], [3.7858, -0.0460, 0.5518], [2.5501, -0.7922, 0.2200], [3.0346, -0.0338, -0.1133], [2.5746, -3.3187, -1.9454], [1.4538, -3.3558, -0.5974], [1.9688, -3.8088, -1.3151], [0.0969, 0.5787, 2.2203], [1.1855, 1.0704, 1.4081], [0.3590, 0.5477, 1.2968], [-0.5973, 2.6282, 1.1506], [-1.6634, 3.6120, 1.6027], [-1.3026, 2.6680, 1.7307], [-2.0532, -1.2547, -4.3072], [-1.9121, -0.7580, -2.8003], [-1.5474, -0.7514, -3.6964], [2.3411, 3.0724, -0.3759], [3.0637, 1.7837, 0.2424], [2.7483, 2.7081, 0.4654], [1.4212, -0.1548, 5.2401], [1.1709, 0.7505, 4.0048], [1.8160, 0.1274, 4.3956], [-3.7051, 0.1584, -0.9446], [-3.7202, -1.2023, -1.5902], [-3.2596, -0.3904, -1.5902], [-4.1814, 1.2809, 1.1021], [-4.6323, 2.3387, 0.2317], [-4.8280, 1.3622, 0.5470], [-0.9381, 0.9114, -4.4259], [-1.9929, 1.8107, -3.7660], [-1.1055, 1.7972, -4.1855], [-1.0926, 1.4333, 4.3791], [-0.7367, 2.3940, 3.3829], [-0.4205, 2.0767, 4.1840], [0.0481, 2.8595, -3.4741], [1.5765, 2.9129, -3.6437], [0.7605, 3.4620, -3.3566], [3.3492, -1.0791, 2.3816], [4.8676, -0.6784, 2.3878], [4.1568, -0.9316, 1.9256]], "homo_lumo_gap_ev": 8.561, "e_homo_ev": -9.007}

=====

Most stable structure, least stable structure: *ii*, *i*.

=====

*i*
{"formula": "C6H14N8", "method": "the ωB97M-V functional and the def2-TZVPD basis", "elements": ["N", "C", "N", "C", "N", "N", "C", "N", "C", "N", "N", "C", "N", "C", "H", "H", "H", "H", "H", "H", "H", "H", "H", "H", "H", "H", "H", "H"], "positions_angstrom": [[-3.2220, -0.8842, 0.9238], [-2.7382, 0.2952, 0.5402], [-1.7786, 0.4335, -0.3425], [-1.0140, 1.6684, -0.5718], [0.3902, 1.3513, -0.2784], [0.4561, 0.9155, 1.1050], [1.8589, 0.5650, 1.2795], [2.3759, -0.4931, 0.3469], [1.7947, -1.8296, 0.3160], [0.3838, -1.7877, -0.0810], [0.0923, -0.8229, -0.8466], [-1.2385, -0.4948, -1.2446], [0.8957, 0.3186, -1.2111], [2.3208, 0.1141, -0.9538], [-3.0883, -1.7244, 0.3474], [-3.9456, -0.9705, 1.6636], [-2.8453, 1.3050, 1.0663], [-1.1915, 2.0441, -1.6532], [-1.4178, 2.3344, 0.2043], [0.4197, 1.8124, 1.6696], [2.0012, 0.4462, 2.2892], [2.5108, 1.3278, 0.9312], [2.4214, -2.4054, -0.4124], [1.9073, -2.3569, 1.3408], [-1.6471, -1.5304, -1.3862], [-1.0718, -0.1751, -2.2353], [2.9114, 0.9599, -0.8992], [2.4582, -0.4164, -1.9079]], "total_charge": 2, "homo_lumo_gap_ev": 7.928, "e_homo_ev": -17.122}

=====

*ii*
{"formula": "C6H14N8", "method": "the ωB97M-V functional and the def2-TZVPD basis", "elements": ["C", "C", "C", "C", "C", "C", "N", "N", "N", "N", "N", "N", "N", "N", "H", "H", "H", "H", "H", "H", "H", "H", "H", "H", "H", "H", "H", "H"], "positions_angstrom": [[1.2718, -1.7351, -0.5908], [-2.0450, -0.2972, -1.2554], [1.5221, 0.4780, -1.4192], [-2.0075, -1.1210, 0.9228], [2.2392, -0.0355, 0.8932], [-1.6518, 1.2850, 0.4303], [1.9701, -0.4946, -0.4758], [-2.2942, 0.0435, 0.1223], [-0.1569, -1.4222, -0.3888], [-0.5958, -0.4974, -1.3578], [-0.8236, -1.7959, 0.5605], [0.0607, 0.7129, -1.2760], [1.0430, 0.2604, 1.5312], [-0.3207, 1.4550, -0.1719], [1.3975, -2.1596, -1.5932], [1.5902, -2.4497, 0.1733], [-2.5639, -1.2104, -1.5523], [-2.3331, 0.5072, -1.9346], [2.0510, 1.4252, -1.3112], [1.6598, 0.1005, -2.4363], [-1.8909, -0.8784, 1.9906], [-2.8436, -1.8399, 0.8892], [2.7666, -0.8405, 1.4442], [2.9786, 0.7793, 0.8385], [-2.3019, 2.0969, 0.0661], [-1.5447, 1.4054, 1.5144], [1.1515, 0.8974, 2.3147], [0.0197, 2.4115, -0.2129]], "total_charge": 2, "homo_lumo_gap_ev": [7.749, 8.562], "e_homo_ev": [-18.008, -17.572]}

=====

Most stable structure, least stable structure: *i*, *ii*.